(1)
{"formula": "C6H13FN3S", "method": "ωB97M-V with the def2-TZVPD basis set", "elements": ["C", "S", "N", "C", "C", "N", "C", "C", "F", "C", "N", "H", "H", "H", "H", "H", "H", "H", "H", "H", "H", "H", "H", "H"], "coordinates": [[3.0837, -0.2974, -1.3275], [2.8901, -0.3590, 0.4567], [1.4178, 0.3670, 0.4013], [1.1993, 1.7848, 0.4585], [-0.1906, 2.0459, 0.0194], [-0.7123, 0.7549, 0.4203], [-2.1732, 0.4276, 0.5639], [-2.7999, -0.3463, -0.6462], [-2.7754, -1.6750, -0.3213], [0.1823, -0.2003, 0.4644], [0.0920, -1.5519, 0.6306], [2.2307, -0.6893, -1.8265], [4.0992, -0.7400, -1.5870], [3.1139, 0.8648, -1.6385], [2.0543, 2.3003, -0.2137], [1.5255, 2.1006, 1.4303], [-0.7801, 2.8509, 0.4467], [-0.2346, 2.2770, -1.0903], [-2.3339, -0.2759, 1.4087], [-2.7751, 1.3423, 0.6181], [-2.3066, -0.0828, -1.5496], [-3.8681, -0.0194, -0.8345], [-0.6448, -2.2497, 0.7646], [1.0066, -1.9647, 0.8369]], "forces_ev_per_angstrom": [[2.5, 2.9, -0.7], [0.7, -0.6, -0.4], [-2.4, -0.3, 0.1], [5.1, 3.1, -1.5], [-0.3, 0.1, -1.4], [-4.3, -1.4, -0.1], [-0.3, -0.6, -1.2], [-1.3, 1.6, 1.3], [0.2, -0.6, -0.5], [1.5, -2.1, 0.7], [0.8, 0.7, 0.2], [-0.4, -0.9, -0.4], [-1.5, 0.4, 0.1], [0.2, -2.6, 0.7], [-2.2, -1.0, 1.1], [-0.6, 0.5, 0.9], [0.4, 0.0, 0.7], [-0.1, -0.9, 0.9], [0.2, 1.0, -0.1], [0.6, 0.0, 0.6], [0.9, -0.5, -1.0], [1.0, -0.5, 0.6], [-0.4, 1.4, -0.4], [-0.3, 0.3, -0.2]], "nbo_charge": [-0.767, 0.496, -0.575, -0.236, -0.226, -0.371, -0.266, 0.035, -0.356, 0.685, -0.789, 0.227, 0.263, 0.225, 0.229, 0.228, 0.248, 0.215, 0.242, 0.242, 0.175, 0.193, 0.461, 0.424], "total_charge": 1, "smiles": "CSN1CCN(CCF)C1=[NH2+]", "e_above_lowest_kcal_mol": 0.0, "e_lumo_ev": -2.5211, "max_force_ev_per_a": 6.1, "total_energy_ev": -24448.6178}

***

(2)
{"formula": "C13H17OP", "method": "ωB97M-V with the def2-TZVPD basis set", "elements": ["C", "C", "C", "C", "C", "C", "C", "C", "C", "H", "H", "H", "H", "H", "H", "H", "H", "C", "C", "C", "C", "P", "O", "H", "H", "H", "H", "H", "H", "H", "H", "H"], "coordinates": [[0.7841, -0.5974, -0.0108], [1.1419, 0.3233, -0.7634], [1.3780, 1.7170, -0.8631], [2.6053, 2.0511, 0.0132], [3.4425, 1.1345, 0.4277], [3.7381, -0.2318, -0.0120], [3.4887, -1.4428, 0.4742], [2.3453, -1.8904, 1.1900], [1.1015, -1.5400, 0.9316], [0.4547, 2.1533, -0.3974], [1.5251, 2.1427, -1.9946], [2.4364, 3.1082, 0.3064], [4.2104, 1.2564, 1.2573], [4.5638, -0.1896, -0.7043], [4.1323, -2.3315, 0.0923], [2.4560, -2.6867, 1.9164], [0.2840, -2.1724, 1.4329], [-3.8010, 0.3885, 0.6135], [-2.5477, -0.1073, -0.1453], [-2.2894, 0.5297, -1.5406], [-2.6125, -1.6219, -0.3054], [-1.2260, 0.4749, 1.1271], [-1.1129, 1.9373, 0.9528], [-3.5938, 1.5627, 0.8017], [-4.7197, 0.0810, 0.1652], [-3.6580, -0.1115, 1.6058], [-1.8127, 1.4803, -1.2842], [-3.2091, 0.5766, -2.1128], [-1.6352, -0.1081, -2.0862], [-1.6886, -1.9558, -0.7610], [-2.7878, -2.1266, 0.6215], [-3.3941, -1.8037, -0.9491]], "forces_ev_per_angstrom": [[0.2, 2.8, -2.2], [-1.4, -2.2, 1.3], [1.0, 1.7, -2.8], [-2.5, 1.2, -0.7], [1.6, -0.2, 2.3], [0.6, -0.2, -0.8], [1.2, -1.6, -1.3], [0.7, -0.8, 1.3], [-2.5, -2.9, 1.6], [0.6, 0.2, -0.4], [-0.5, -1.0, 2.7], [1.2, -0.9, 0.4], [-1.0, 1.0, -1.1], [0.4, -0.1, -0.3], [-0.9, 1.7, 0.7], [0.2, -0.1, 0.0], [1.2, 1.3, -0.7], [2.9, 2.1, 1.3], [0.4, 0.1, -0.3], [-0.4, 0.0, 2.0], [1.8, 1.3, 1.0], [-0.6, -1.3, -0.3], [0.3, 0.9, -0.2], [-1.3, -2.6, -0.5], [-0.7, 0.2, -0.3], [-0.8, 0.5, -0.3], [-0.3, 0.3, -0.9], [-0.2, 0.5, -0.1], [0.8, -0.3, -0.4], [0.2, -0.4, -0.1], [-0.1, -0.5, 0.7], [-1.9, -0.8, -1.6]], "nbo_charge": [-0.146, 0.154, -0.564, -0.149, -0.243, -0.189, -0.232, -0.166, -0.274, 0.301, 0.233, 0.230, 0.233, 0.216, 0.221, 0.215, 0.231, -0.638, -0.370, -0.631, -0.620, 1.353, -1.080, 0.234, 0.222, 0.201, 0.225, 0.207, 0.209, 0.209, 0.203, 0.206], "smiles": "C1#CC\\C=C/C=C\\C=C/1.CC(C)(C)P=O", "e_above_lowest_kcal_mol": 121.5, "e_lumo_ev": 0.1173, "max_force_ev_per_a": 4.1, "total_energy_ev": -25087.2946}